Formula: C3H6N
Source: the OMol25 dataset
Level of theory: wB97M-V/def2-TZVPD

Computed properties:
Net charge: +1
LUMO (spin up / spin down) (eV): -4.6 / -6.9
Gap between HOMO and LUMO (spin up / spin down) (eV): 8.1 / 7.4
⟨S²⟩: 2.007
2S+1: 3

XYZ file:
```
10
Properties=species:S:1:pos:R:3:mulliken_spin:R:1
C -0.46953 0.03353 -0.42974 0.98
C 0.50969 0.10408 0.77986 0.79
C -1.82515 0.08142 -0.74948 0.03
N 1.87378 -0.05645 0.82473 0.02
H -2.26804 -0.85852 -0.41984 0.06
H -2.37126 0.87678 -0.54623 0.01
H -2.02498 -0.04216 -1.80390 0.06
H 2.21137 0.22492 -0.09890 0.04
H 2.13825 -1.02940 0.97651 0.01
H 2.22585 0.66581 1.46698 -0.01
```



Formula: C3H6N2
Source: the OMol25 dataset
Level of theory: wB97M-V/def2-TZVPD

Computed properties:
LUMO (eV): 0.9
Gap between HOMO and LUMO (eV): 11.3
SMILES: C[C@@H](N)C#N

XYZ file:
```
11
Properties=species:S:1:pos:R:3:lowdin_charge:R:1
C 1.26739 -0.10414 0.12554 -0.07
C -0.15721 0.00023 -0.42851 -0.46
N -0.94388 -1.05947 0.18406 0.03
C -0.71513 1.35743 -0.18214 -0.19
N -1.17893 2.39319 0.05112 0.14
H 1.87862 0.77967 -0.07602 0.08
H 1.20155 -0.23759 1.20652 0.08
H 1.74856 -0.99075 -0.29424 0.08
H -0.16182 -0.15101 -1.51486 0.14
H -1.86074 -1.14383 -0.23999 0.08
H -1.07842 -0.84373 1.16852 0.08
```



Formula: C3H6N2
Source: the OMol25 dataset
Level of theory: wB97M-V/def2-TZVPD

Computed properties:
LUMO (eV): 1.2
Gap between HOMO and LUMO (eV): 11.1
SMILES: [H]/N=C/N1CC1

XYZ file:
```
11
Properties=species:S:1:pos:R:3:lowdin_charge:R:1
H -2.61736 -0.01093 0.46046 0.04
N -1.72793 0.43724 0.29148 0.09
C -0.99151 -0.44979 -0.25242 -0.31
N 0.37649 -0.32966 -0.66524 -0.09
C 1.04171 0.85477 -0.10013 -0.18
C 1.30709 -0.48972 0.52360 -0.13
H -1.30753 -1.54344 -0.41726 0.13
H 0.33604 1.63572 0.37303 0.11
H 1.77585 1.39156 -0.73150 0.10
H 0.86536 -0.57242 1.56128 0.11
H 2.26397 -1.14509 0.34401 0.13
```



Formula: C3H6N2
Source: the OMol25 dataset
Level of theory: wB97M-V/def2-TZVPD

Computed properties:
LUMO (eV): 0.9
Gap between HOMO and LUMO (eV): 10.1
SMILES: CNCC#N

XYZ file:
```
11
Properties=species:S:1:pos:R:3:lowdin_charge:R:1
C 1.33113 -0.42653 -0.20169 -0.12
N 0.38321 0.23156 0.68339 -0.16
C -0.74822 0.75022 -0.01632 -0.25
C -1.82000 -0.26296 -0.11991 -0.21
N -2.60571 -1.11127 -0.09154 0.13
H 0.85751 -0.96159 -1.05478 0.09
H 1.96744 -1.17168 0.28697 0.08
H 1.86334 0.49516 -0.40305 0.08
H 0.25988 -0.12554 1.61071 0.11
H -1.13938 1.65383 0.45973 0.12
H -0.43619 1.03972 -1.03297 0.12
```



Formula: C3H6N2
Source: the OMol25 dataset
Level of theory: wB97M-V/def2-TZVPD

Computed properties:
LUMO (eV): 1.1
Gap between HOMO and LUMO (eV): 9.9
SMILES: C=NN1CC1

XYZ file:
```
11
Properties=species:S:1:pos:R:3:lowdin_charge:R:1
C -1.11008 -1.37086 0.12455 -0.07
N -0.87785 -0.34813 -0.57010 -0.06
N 0.33094 -0.00086 -0.44736 -0.25
C 0.78787 1.37036 -0.27443 -0.13
C 0.80405 0.34239 0.90058 -0.13
H -0.51615 -1.64242 0.94060 0.04
H -2.06945 -2.00407 0.04328 0.09
H 0.18727 2.34869 -0.14705 0.12
H 1.74078 1.44268 -0.98044 0.13
H 1.78634 -0.23517 1.27439 0.14
H -0.19141 0.48187 1.48724 0.13
```



Formula: C3H6N2
Source: the OMol25 dataset
Level of theory: wB97M-V/def2-TZVPD

Computed properties:
LUMO (eV): 0.5
Gap between HOMO and LUMO (eV): 10.2
SMILES: [H]/N=N\[H].C#CC

XYZ file:
```
11
Properties=species:S:1:pos:R:3:lowdin_charge:R:1
H 3.18221 1.16740 -0.42763 0.05
N 2.50551 0.66355 0.19215 -0.03
N 2.91626 -0.49291 0.42711 -0.03
H 3.85775 -0.65390 -0.00082 0.05
C -3.14865 -0.26743 -1.02146 0.08
C -2.17537 -0.22392 -0.31640 -0.22
C -1.02813 -0.02987 0.54566 -0.13
H -4.01840 -0.27530 -1.63779 0.02
H -0.49852 0.88166 0.23441 0.07
H -1.30706 0.06870 1.58443 0.07
H -0.28560 -0.83797 0.42035 0.07
```



Formula: C3H6N2
Source: the OMol25 dataset
Level of theory: wB97M-V/def2-TZVPD

Computed properties:
LUMO (eV): 0.2
Gap between HOMO and LUMO (eV): 8.2

XYZ file:
```
11
Properties=species:S:1:pos:R:3:lowdin_charge:R:1
C -1.45151 0.18750 -0.25317 -0.06
C -0.15019 -0.54514 -0.14471 -0.09
N 1.49990 0.43692 -0.29066 0.08
C 0.69545 -0.47295 0.99443 -0.54
N 0.91570 -0.74517 2.12659 0.09
H -2.26235 -0.44586 0.14535 0.10
H -1.43884 1.11922 0.32093 0.09
H -1.68786 0.39171 -1.30413 0.08
H -0.06010 -1.43434 -0.77377 0.13
H 2.36523 0.04945 -0.64205 0.06
H 1.52679 1.43792 -0.15883 0.06
```



Formula: C3H6N2
Source: the OMol25 dataset
Level of theory: wB97M-V/def2-TZVPD

Computed properties:
LUMO (eV): 0.7
Gap between HOMO and LUMO (eV): 11.2
SMILES: C[C@H](N)C#N

XYZ file:
```
11
Properties=species:S:1:pos:R:3:lowdin_charge:R:1
C -1.21636 -0.65391 0.05951 -0.09
C -0.03291 0.33240 0.18334 -0.43
N 0.28300 1.01893 -0.97991 -0.02
C 1.40028 -0.55701 0.82799 -0.16
N 2.38062 -0.98653 1.20525 0.06
H -1.24643 -1.24754 -0.80699 0.04
H -2.15679 -0.02401 -0.12024 0.11
H -1.02720 -1.39738 0.85170 0.08
H -0.21657 1.03757 1.08342 0.15
H 0.95249 0.61641 -1.72245 0.13
H 0.87989 1.86106 -0.58163 0.13
```



Summary of relative energy (zero: lowest compared OMol25 entry of this formula, charge and spin) in kJ/mol
154.06, 42.72, 215.31, 130.88, 436.93, 379.31, 389.31, 206.43
(order as listed above)